This record from OMol25 describes a cluster of 6 separate species, C42H57F15N5O13S in total at a distorted geometry. The level of theory is ωB97M-V/def2-TZVPD.

Structure (XYZ):
```
133
Properties=species:S:1:pos:R:3
C -1.961 -4.236 4.829
C -1.950 -3.649 6.288
O -1.567 -4.389 7.173
N -2.310 -2.287 6.664
C -3.563 -1.820 6.026
C -1.174 -1.352 6.439
C -1.063 -0.811 4.944
C 0.492 -0.543 4.668
C 0.795 0.977 4.296
C 2.300 1.118 3.929
C 3.226 1.623 4.969
C 4.655 1.777 4.624
N 5.170 1.475 3.380
O 6.471 1.635 2.999
C 7.345 1.285 4.004
N 7.968 1.272 4.969
C 4.304 0.991 2.386
C 2.875 0.771 2.595
C 2.028 0.188 1.421
C 0.694 0.994 1.086
C -0.534 0.006 1.362
C -0.987 -0.813 0.069
C -0.558 -2.341 0.200
C -1.768 -3.360 0.022
C -1.499 -4.733 0.790
S -0.057 -5.644 0.059
C 1.351 -4.886 0.942
N 2.461 -4.420 0.283
N 3.244 -3.912 1.276
C 2.636 -4.090 2.465
O 1.379 -4.699 2.309
H -0.927 -4.163 4.376
H -2.206 -5.333 4.900
H -2.708 -3.772 4.133
H -4.420 -2.227 6.637
H -3.657 -0.691 6.053
H -3.691 -2.117 4.949
H -1.310 -0.451 7.103
H -0.248 -1.891 6.792
H -1.640 0.156 4.871
H -1.426 -1.580 4.198
H 0.908 -1.219 3.864
H 1.103 -0.760 5.595
H 0.082 1.419 3.557
H 0.646 1.564 5.257
H 2.838 1.862 5.994
H 5.318 2.161 5.440
H 4.721 0.759 1.371
H 1.786 -0.907 1.536
H 2.682 0.248 0.494
H 0.592 1.961 1.663
H 0.674 1.246 -0.006
H -0.270 -0.738 2.162
H -1.422 0.589 1.736
H -0.404 -0.391 -0.803
H -2.086 -0.687 -0.166
H -0.075 -2.586 1.188
H 0.209 -2.578 -0.594
H -1.995 -3.603 -1.050
H -2.689 -2.905 0.482
H -1.401 -4.582 1.903
H -2.406 -5.398 0.652
H 3.002 -3.801 3.477
C -1.771 1.044 -6.346
C -0.552 0.200 -6.037
O 0.352 0.907 -5.166
C 0.063 0.869 -3.865
O -0.880 0.301 -3.388
C 1.131 1.614 -3.065
F 1.465 2.791 -3.618
F 2.271 0.901 -2.968
F 0.737 1.882 -1.804
H -1.474 2.006 -6.752
H -2.414 0.539 -7.069
H -2.353 1.241 -5.444
H -0.003 -0.003 -6.958
H -0.828 -0.765 -5.607
C 1.555 7.641 0.234
C 0.081 7.303 0.316
O -0.128 6.122 1.113
C -0.148 6.304 2.439
O -0.004 7.358 2.986
C -0.429 4.979 3.149
F 0.295 3.956 2.643
F -1.721 4.620 3.045
F -0.153 5.026 4.460
H 2.125 6.785 -0.136
H 1.717 8.488 -0.435
H 1.957 7.895 1.216
H -0.302 7.078 -0.679
H -0.503 8.139 0.705
C -6.594 4.739 -3.976
C -6.017 5.678 -5.016
O -4.897 5.073 -5.683
C -5.195 4.231 -6.683
O -6.306 3.960 -7.037
C -3.914 3.706 -7.333
F -2.989 3.334 -6.423
F -3.333 4.638 -8.112
F -4.133 2.638 -8.112
H -5.818 4.418 -3.277
H -7.391 5.229 -3.415
H -7.000 3.839 -4.440
H -5.640 6.579 -4.530
H -6.774 5.993 -5.737
C 2.644 1.429 -10.729
C 1.647 2.482 -11.169
O 0.392 1.877 -11.525
C -0.432 1.594 -10.512
O -0.192 1.805 -9.356
C -1.742 1.007 -11.041
F -1.538 0.078 -11.991
F -2.522 1.957 -11.588
F -2.464 0.419 -10.075
H 2.756 0.662 -11.499
H 3.619 1.880 -10.537
H 2.311 0.925 -9.821
H 2.014 2.987 -12.063
H 1.504 3.246 -10.402
C 1.598 -6.811 4.434
C 2.963 -7.447 4.600
O 3.386 -7.393 5.971
C 2.898 -8.352 6.774
O 2.152 -9.219 6.421
C 3.470 -8.203 8.184
F 3.453 -6.925 8.610
F 4.751 -8.614 8.244
F 2.791 -8.919 9.088
H 1.597 -5.793 4.830
H 1.314 -6.781 3.383
H 0.835 -7.368 4.982
H 3.703 -6.887 4.024
H 2.976 -8.474 4.230
```

Computed properties:
Gap between HOMO and LUMO, eV: 6.65
2S+1: 1
Total charge: +1
E_tot, eV: -130131.3855
Highest occupied orbital energy, eV: -11.2057
Molecular weight, g mol⁻¹: 1156.98

This record from OMol25 describes a cluster of 2 separate species, C33H25NO4 in total at a distorted geometry. The level of theory is ωB97M-V/def2-TZVPD.

Structure (XYZ):
```
63
Properties=species:S:1:pos:R:3
C -2.607 -1.668 3.380
C -2.283 -2.452 2.116
C -3.201 -3.677 2.038
O -2.480 -1.658 0.939
C -1.599 -0.596 0.795
O -2.012 0.440 0.290
C -0.267 -0.808 1.265
C 0.699 0.284 1.293
C 0.459 1.218 2.483
C 0.995 0.894 3.729
C 0.751 1.724 4.818
C -0.050 2.858 4.658
C -0.316 3.708 5.772
N -0.516 4.423 6.676
C -0.616 3.157 3.416
C -0.418 2.294 2.342
C 0.030 -1.951 2.101
O 1.051 -2.080 2.756
O -0.930 -2.946 2.139
H -1.944 -0.805 3.517
H -3.651 -1.338 3.308
H -2.495 -2.349 4.233
H -2.947 -4.294 1.173
H -3.074 -4.274 2.946
H -4.243 -3.350 1.972
H 1.699 -0.164 1.371
H 0.588 0.858 0.372
H 1.544 -0.046 3.834
H 1.175 1.482 5.792
H -1.229 4.050 3.293
H -0.974 2.409 1.406
C 0.732 0.122 -2.117
C 0.711 1.551 -1.838
C -0.491 2.199 -1.458
C -0.507 3.551 -1.140
C 0.676 4.295 -1.204
C 1.858 3.689 -1.643
C 1.880 2.340 -1.965
C 1.918 -0.718 -2.164
C 1.618 -1.875 -2.974
C 2.618 -2.727 -3.416
C 3.922 -2.520 -2.955
C 4.228 -1.404 -2.157
C 3.238 -0.493 -1.766
C 0.249 -1.762 -3.431
C -0.297 -0.535 -2.904
C -1.468 -0.018 -3.456
C -2.161 -0.777 -4.402
C -1.639 -1.990 -4.881
C -0.400 -2.461 -4.436
H -1.401 1.617 -1.334
H -1.440 4.014 -0.818
H 0.675 5.342 -0.901
H 2.774 4.271 -1.728
H 2.795 1.889 -2.345
H 2.374 -3.527 -4.112
H 4.706 -3.226 -3.223
H 5.257 -1.240 -1.838
H 3.491 0.378 -1.161
H -1.818 0.974 -3.182
H -3.107 -0.399 -4.789
H -2.197 -2.556 -5.623
H 0.065 -3.348 -4.863
```

Computed properties:
Gap between HOMO and LUMO, eV: 3.53
2S+1: 1
E_tot, eV: -44305.0010
Highest occupied orbital energy, eV: -6.9588
Molecular weight, g mol⁻¹: 499.57

This record from OMol25 describes a structure of composition C30H29N5O2ReSSi at a distorted geometry. The level of theory is ωB97M-V/def2-TZVPD.

Structure (XYZ):
```
69
Properties=species:S:1:pos:R:3
Re -0.551 -0.027 -0.893
O -6.550 -3.453 -1.622
C -5.482 -4.072 -1.615
O -5.087 -5.228 -1.788
C -4.278 -3.104 -1.280
C -4.488 -1.736 -1.102
C -3.432 -0.895 -0.961
N -2.142 -1.354 -0.940
C -1.932 -2.692 -1.101
C -2.960 -3.561 -1.276
C -0.525 -3.034 -1.283
C -0.083 -4.332 -1.276
C 1.219 -4.605 -1.668
C 1.994 -3.566 -2.139
C 1.503 -2.283 -2.088
N 0.281 -1.972 -1.578
C -3.518 0.553 -0.832
C -4.711 1.234 -0.934
C -4.734 2.600 -0.753
C -3.550 3.253 -0.458
C -2.385 2.534 -0.402
N -2.334 1.187 -0.602
H -5.523 -1.402 -1.104
H -2.804 -4.619 -1.465
H -0.760 -5.126 -0.985
H 1.593 -5.622 -1.660
H 2.984 -3.732 -2.544
H 2.079 -1.480 -2.499
H -5.619 0.691 -1.159
H -5.666 3.147 -0.836
H -3.521 4.319 -0.272
H -1.468 3.035 -0.185
C 3.973 1.138 3.727
Si 3.700 -0.443 2.841
C 4.000 -1.871 3.958
C 4.766 -0.568 1.344
C 1.842 -0.496 2.438
C 0.951 -0.750 3.476
C -0.446 -0.819 3.284
C -0.932 -0.616 2.032
N -0.051 -0.351 1.012
C 1.244 -0.302 1.201
S 1.905 0.063 -0.342
H 5.018 1.193 4.055
H 3.341 1.213 4.618
H 3.780 2.009 3.092
H 5.077 -1.960 4.132
H 3.653 -2.817 3.530
H 3.526 -1.742 4.936
H 5.790 -0.730 1.694
H 4.762 0.343 0.733
H 4.499 -1.417 0.701
H 1.339 -0.908 4.478
H -1.126 -1.023 4.101
H -1.982 -0.644 1.787
C 1.563 5.940 -2.105
C 1.154 4.529 -1.794
C 0.877 3.609 -2.800
C 0.460 2.337 -2.475
N 0.315 1.921 -1.202
C 0.586 2.804 -0.216
C 0.996 4.086 -0.474
H 1.897 6.047 -3.136
H 2.355 6.276 -1.435
H 0.711 6.607 -1.956
H 0.988 3.875 -3.845
H 0.244 1.613 -3.251
H 0.481 2.444 0.801
H 1.196 4.750 0.359
```

Computed properties:
Gap between HOMO and LUMO (spin up / spin down), eV: 4.73 / 4.16
2S+1: 2
Total charge: +2
E_tot, eV: -63955.2713
Highest occupied orbital energy (spin up / spin down), eV: -12.5058 / -12.5013
Molecular weight, g mol⁻¹: 737.96

This record from OMol25 describes a structure of composition C44H61Cl2N5O2SeSi2Ti at a distorted geometry. The level of theory is ωB97M-V/def2-TZVPD.

Structure (XYZ):
```
118
Properties=species:S:1:pos:R:3
Ti 0.236 0.528 -0.550
C 3.671 3.891 -2.101
C 3.661 2.393 -1.784
C 4.589 1.644 -2.743
C 4.011 2.198 -0.329
C 5.336 2.336 0.052
C 5.717 2.266 1.376
C 4.755 2.048 2.341
C 3.421 1.881 2.010
C 2.420 1.649 3.124
C 2.231 2.937 3.931
C 2.810 0.486 4.038
C 3.029 1.954 0.650
N 1.661 1.800 0.360
C 0.914 2.803 0.832
O 1.321 3.942 1.081
C -0.470 2.424 1.329
C -0.973 3.324 2.264
C -2.087 2.982 3.003
C -2.647 1.748 2.769
C -2.128 0.889 1.792
N -1.039 1.232 1.075
C -2.961 -0.408 1.737
O -4.181 -0.254 1.936
N -2.246 -1.494 1.710
C -2.650 -2.798 1.808
C -3.672 -3.432 1.060
C -3.847 -4.803 1.168
C -3.061 -5.583 1.991
C -2.071 -4.969 2.740
C -1.856 -3.609 2.661
C -0.811 -2.941 3.523
C -1.377 -2.736 4.932
C 0.512 -3.702 3.568
C -4.602 -2.668 0.144
C -6.018 -2.633 0.729
C -4.599 -3.238 -1.278
H 3.390 4.058 -3.141
H 2.950 4.410 -1.469
H 4.657 4.320 -1.926
H 2.645 2.013 -1.945
H 5.581 2.094 -2.789
H 4.688 0.607 -2.440
H 4.165 1.673 -3.746
H 6.084 2.525 -0.704
H 6.755 2.396 1.657
H 5.052 2.018 3.382
H 1.458 1.374 2.685
H 3.148 3.209 4.454
H 1.967 3.749 3.258
H 1.436 2.810 4.667
H 3.748 0.669 4.561
H 2.029 0.338 4.783
H 2.892 -0.424 3.448
H -0.458 4.263 2.385
H -2.492 3.649 3.753
H -3.522 1.405 3.301
H -4.633 -5.281 0.592
H -3.219 -6.655 2.058
H -1.457 -5.572 3.398
H -0.610 -1.962 3.079
H -1.611 -3.696 5.396
H -0.661 -2.209 5.563
H -2.292 -2.149 4.881
H 0.413 -4.677 4.045
H 0.885 -3.833 2.556
H 1.247 -3.124 4.125
H -4.267 -1.635 0.083
H -6.389 -3.630 0.972
H -6.003 -2.032 1.636
H -6.704 -2.171 0.018
H -5.092 -4.209 -1.322
H -5.119 -2.557 -1.952
H -3.578 -3.349 -1.637
Cl 1.071 -0.866 1.134
C -0.950 -1.161 -0.932
Cl -2.523 -0.436 -1.251
H -1.096 -1.820 -0.072
H -0.726 -1.776 -1.816
C -2.382 4.044 -3.558
Si -2.389 2.504 -2.383
C -2.924 3.176 -0.684
C -3.894 1.496 -3.039
N -0.801 1.679 -2.265
C -0.370 0.909 -3.366
C -0.956 1.064 -4.617
C -0.635 0.263 -5.699
C 0.295 -0.743 -5.523
C 0.920 -0.895 -4.302
C 0.668 -0.061 -3.202
N 1.329 -0.193 -2.005
Si 2.523 -1.438 -1.718
C 1.733 -3.178 -1.417
C 3.736 -1.775 -3.207
C 3.769 -1.172 -0.289
H -3.268 4.078 -4.188
H -1.507 4.060 -4.201
H -2.353 4.958 -2.972
H -3.790 3.815 -0.825
H -2.145 3.771 -0.217
H -3.220 2.382 -0.007
H -4.545 2.144 -3.615
H -4.471 1.111 -2.208
H -3.624 0.652 -3.663
H -1.693 1.839 -4.756
H -1.128 0.411 -6.650
H 0.531 -1.421 -6.332
H 1.615 -1.703 -4.183
H 1.041 -3.470 -2.203
H 1.193 -3.198 -0.476
H 2.512 -3.935 -1.371
H 3.472 -2.686 -3.736
H 4.747 -1.912 -2.838
H 3.756 -0.966 -3.928
H 3.624 -1.946 0.456
H 3.634 -0.226 0.214
H 4.798 -1.225 -0.631
Se 0.348 3.340 -2.080
```

Computed properties:
Gap between HOMO and LUMO, eV: 6.54
2S+1: 1
Total charge: -2
E_tot, eV: -187433.4448
Highest occupied orbital energy, eV: -2.2212
Molecular weight, g mol⁻¹: 945.91

This record from OMol25 describes a structure of composition C14H18IOPdS2 at a distorted geometry. The level of theory is ωB97M-V/def2-TZVPD.

Structure (XYZ):
```
37
Properties=species:S:1:pos:R:3
Pd -0.761 -0.995 -0.240
I -0.288 -1.049 2.460
C -0.073 1.069 2.198
C 0.151 1.869 3.272
C 0.408 3.266 3.075
C 0.473 3.779 1.803
C 0.312 2.967 0.657
C 0.569 3.409 -0.658
C 0.500 2.593 -1.763
C 0.117 1.258 -1.581
C -0.052 0.829 -0.295
C 0.043 1.609 0.863
H 0.123 1.447 4.259
H 0.621 3.940 3.890
H 0.669 4.830 1.606
H 0.853 4.446 -0.790
H 0.707 3.005 -2.746
H -0.006 0.544 -2.380
C 4.887 -2.035 -0.771
S 3.260 -1.292 -0.905
C 2.148 -2.715 -1.078
H 5.051 -2.442 0.250
H 5.623 -1.257 -1.007
H 5.009 -2.840 -1.513
H 2.562 -3.384 -1.865
H 1.144 -2.340 -1.329
H 2.072 -3.234 -0.088
C -3.493 -2.986 0.228
S -2.817 -1.751 -0.879
C -3.907 -0.308 -0.964
O -2.895 -2.395 -2.209
H -3.985 -2.494 1.083
H -2.630 -3.541 0.624
H -4.167 -3.654 -0.337
H -4.255 -0.092 0.076
H -4.698 -0.595 -1.653
H -3.273 0.539 -1.290
```

Computed properties:
Gap between HOMO and LUMO, eV: 4.80
2S+1: 1
Total charge: -1
E_tot, eV: -50106.7756
ΔE to the lowest compared entry with this formula, charge and spin, eV: 0.0000
Highest occupied orbital energy, eV: -2.1596
Molecular weight, g mol⁻¹: 499.75

This record from OMol25 describes a structure of composition C6H12O. The level of theory is ωB97M-V/def2-TZVPD.

Structure (XYZ):
```
19
Properties=species:S:1:pos:R:3
C -2.730 0.156 -0.298
C -1.409 0.507 0.381
C -0.381 -0.612 0.231
C 0.857 -0.478 1.087
C 2.051 -1.011 0.376
C 2.103 0.451 -0.052
O 1.793 0.625 -1.399
H -2.580 -0.044 -1.366
H -3.162 -0.748 0.148
H -3.467 0.961 -0.206
H -1.560 0.720 1.445
H -1.002 1.430 -0.063
H -0.186 -0.795 -0.840
H -0.813 -1.547 0.626
H 1.312 0.930 0.665
H 1.895 -1.655 -0.496
H 2.894 -1.339 0.986
H 3.010 0.963 0.287
H 1.373 1.487 -1.511
```

Computed properties:
Gap between HOMO and LUMO, eV: 8.79
2S+1: 1
E_tot, eV: -8460.1602
ΔE to the lowest compared entry with this formula, charge and spin, eV: 4.1938
Highest occupied orbital energy, eV: -8.0412
Molecular weight, g mol⁻¹: 100.16